The following is a DFT calculation (ωB97M-V with the def2-TZVPD basis set) of a structure of composition C14H25CoN5O6S.

Its lowest unoccupied orbital energy (alpha / beta) is -0.5 / -1.4 eV. The maximum force comes out at 0.04747 Eh/bohr. As for the molar mass: 450.38 u. The spin multiplicity is 4. The net charge is 0. The calculation puts the calculated total energy at -3054.3922 hartree.

Element x y z (Å)
O 0.137 0.881 -3.134
H 0.539 0.748 -4.006
Co 0.116 0.707 0.106
N -1.438 -0.199 0.579
N -1.068 1.772 -0.850
N 1.273 -0.522 0.889
N 1.703 1.249 -0.682
O -1.518 -1.243 1.345
O 0.944 -1.433 1.843
O 1.872 2.395 -1.379
O -0.752 2.881 -1.409
C -2.398 1.471 -0.686
C -2.610 0.407 0.216
C 2.599 -0.399 0.640
C 2.844 0.615 -0.319
C -3.871 0.006 0.886
H -3.810 0.175 1.973
H -4.110 -1.056 0.734
H -4.707 0.600 0.502
C -3.407 2.334 -1.334
H -3.219 2.380 -2.413
H -3.352 3.355 -0.939
H -4.420 1.951 -1.175
C 3.631 -1.139 1.408
C 4.177 1.053 -0.788
H 3.237 -2.088 1.791
H 3.985 -0.536 2.262
H 4.500 -1.334 0.765
H 4.081 1.859 -1.515
H 4.735 0.230 -1.250
H 4.790 1.411 0.048
H -0.088 -1.478 1.743
H 0.919 2.710 -1.534
C -0.022 -0.423 -2.518
H -1.013 -0.433 -2.055
H 0.749 -0.557 -1.744
H 0.046 -1.221 -3.277
O -0.758 -3.907 -1.631
H 0.210 -3.844 -1.713
H -0.949 -3.386 -0.821
S 0.224 2.270 1.717
C -0.192 1.415 3.153
N 0.827 0.787 3.813
C 0.618 0.008 4.914
C -0.668 -0.150 5.392
C -1.728 0.537 4.781
C -1.485 1.322 3.658
H 1.772 0.925 3.459
H 1.514 -0.446 5.336
H -0.840 -0.800 6.248
H -2.738 0.475 5.183
H -2.246 1.900 3.140